P) Computed, not measured: a 2-piece molecular cluster, C3H3F3O overall, with ωB97M-V/def2-TZVPD.

```
! wB97M-V def2-TZVPD RIJCOSX def2/J DEFGRID3
* xyz 0 1
C 1.5468 0.6136 0.4169
C 1.0985 0.4075 -0.7698
C -2.1212 -0.1555 -0.4627
O -2.2725 -1.2636 0.0651
F 2.4350 -0.2597 0.9163
F 1.6066 -0.6880 -1.4776
F -1.8253 0.7574 0.5162
H 1.3912 1.3096 1.2254
H 0.4320 0.7834 -1.5163
H -2.2911 -1.5047 1.0864
*
```

Properties
LUMO level	0.35	eV
orbital gap	10.440	eV
HOMO	-10.088	eV

***

Q) Computed, not measured: a 2-piece molecular cluster, C3H3F3O overall, with ωB97M-V/def2-TZVPD.

```
! wB97M-V def2-TZVPD RIJCOSX def2/J DEFGRID3
* xyz 0 1
C -0.2545 -0.2587 0.6957
C -1.2181 -0.1446 -0.2764
C 2.2439 0.6045 0.0744
O -1.9703 0.9290 -0.4254
F -1.6177 -1.2117 -1.0923
F 2.2348 -0.1328 -1.0708
F 2.9382 -0.1116 0.9419
H -0.0559 0.5320 1.3118
H 0.2541 -1.1342 0.9923
H -2.5544 0.9280 -1.1512
*
```

Properties
LUMO level	0.04	eV
orbital gap	9.243	eV
HOMO	-9.207	eV

***

Stability, lowest: P)

***

P) Computed, not measured: a 2-piece molecular cluster, C3H5P overall, with ωB97M-V/def2-TZVPD.

```
! wB97M-V def2-TZVPD RIJCOSX def2/J DEFGRID3
* xyz 0 1
C 2.2508 -0.3844 -1.1156
C 1.2675 0.1376 -0.6530
C -1.3543 0.1889 0.0801
P 0.1959 1.2160 0.1597
H 2.8703 -0.7826 -1.8942
H -0.8752 -0.8475 -0.1054
H -2.1720 0.5329 -0.6553
H -1.6962 0.2155 1.1920
H -0.4869 -0.2765 2.9917
*
```

Properties
LUMO level (alpha / beta)	-1.16 / -0.45	eV
orbital gap (alpha / beta)	8.349 / 7.582	eV
HOMO (alpha / beta)	-9.513 / -8.036	eV

***

Q) Computed, not measured: C3H5P as an isolated structure, with ωB97M-V/def2-TZVPD.

```
! wB97M-V def2-TZVPD RIJCOSX def2/J DEFGRID3
* xyz 0 1
C 0.7149 1.0863 0.0773
C -0.5953 0.3612 -0.1481
C 0.0374 -0.9869 -0.3877
P 1.7308 -0.2938 -0.2835
H 1.0372 2.0880 0.4305
H -1.3311 0.5529 0.7448
H -1.0933 0.7014 -0.9758
H -0.2021 -1.6941 1.4827
H -0.2986 -1.8150 -0.9403
*
```

Properties
LUMO level (alpha / beta)	-0.52 / -0.45	eV
orbital gap (alpha / beta)	8.176 / 8.098	eV
HOMO (alpha / beta)	-8.692 / -8.550	eV

***

Stability, lowest: P)

***

P) Computed, not measured: C39H53N8Ti as an isolated structure, with ωB97M-V/def2-TZVPD.

```
! wB97M-V def2-TZVPD RIJCOSX def2/J DEFGRID3
* xyz 0 2
Ti 0.3911 -1.3746 -0.2467
C 2.3672 -2.6835 -0.0068
C 2.1154 -3.2542 1.2677
C 2.2601 -2.2552 2.2409
C 2.6093 -1.0563 1.6016
C 2.6617 -1.2893 0.2044
C 3.4069 -0.4326 -0.7937
C 3.0387 0.1784 2.3301
C 2.1577 -2.4567 3.7256
C 1.8617 -4.6950 1.5949
C 2.8918 -3.4618 -1.1928
H 4.4399 -0.2888 -0.4610
H 2.9677 0.5553 -0.9312
H 3.4362 -0.9240 -1.7661
H 2.2496 0.5729 2.9799
H 3.3417 0.9562 1.6328
H 3.8935 -0.0572 2.9699
H 3.1068 -2.8226 4.1307
H 1.3930 -3.1936 3.9798
H 1.9307 -1.5201 4.2393
H 2.4924 -4.9922 2.4356
H 2.0944 -5.3497 0.7564
H 0.8194 -4.8709 1.8761
H 3.9870 -3.4553 -1.1750
H 2.5707 -3.0533 -2.1484
H 2.5786 -4.5052 -1.1585
N -1.6285 -0.4332 -1.0320
C -2.7196 -0.4432 -0.1358
C -3.3805 0.7330 0.1968
C -4.4731 0.7130 1.0485
C -4.9200 -0.4995 1.5497
C -4.2534 -1.6715 1.2263
C -3.1359 -1.6742 0.3892
C -2.4182 -2.9261 0.0319
C -3.2169 -4.0687 -0.1120
C -2.6826 -5.2898 -0.4684
C -1.3160 -5.3789 -0.6784
C -0.5243 -4.2531 -0.5286
C -1.0114 -2.9877 -0.1666
H -1.7482 -1.1105 -1.7808
H -1.4470 0.4814 -1.4196
H -3.0402 1.6696 -0.2307
H -4.9838 1.6331 1.3027
H -5.7807 -0.5276 2.2059
H -4.6080 -2.6063 1.6412
H -4.2890 -3.9829 0.0209
H -3.3227 -6.1534 -0.5974
H -0.8726 -6.3221 -0.9753
H 0.5300 -4.3665 -0.7329
C -2.1239 0.3085 3.6255
N -1.0522 0.1203 2.6666
C -0.6700 -1.2589 2.5194
C -0.5317 1.1239 1.9137
N 0.1544 0.8946 0.8214
C 0.9302 1.9990 0.3452
C 1.6158 2.7888 1.2756
C 2.3422 3.9137 0.9335
C 2.3991 4.3035 -0.3912
C 1.7694 3.5256 -1.3392
C 1.0704 2.3479 -1.0191
N 0.7041 1.5313 -2.0739
C 0.2463 2.0580 -3.1739
N 0.6898 1.6827 -4.4050
C -0.2140 1.2969 -5.4787
C 2.0643 1.2361 -4.5790
N -0.7261 3.0380 -3.1960
C -1.4677 3.4014 -2.0111
C -0.8019 4.0183 -4.2636
N -0.8470 2.3794 2.4238
C -0.4457 2.7391 3.7680
C -1.2097 3.5071 1.5955
H -2.9132 -0.4120 3.4157
H -2.5450 1.3039 3.5468
H -1.7695 0.1393 4.6479
H -0.1924 -1.6154 3.4330
H 0.0268 -1.3713 1.7017
H -1.5456 -1.8741 2.3272
H 1.5900 2.5031 2.3164
H 2.8466 4.4824 1.7042
H 2.9444 5.1927 -0.6807
H 1.8486 3.7901 -2.3882
H -1.2373 1.5756 -5.2364
H -0.1621 0.2165 -5.6182
H 0.0779 1.7862 -6.4131
H 2.6551 1.5385 -3.7174
H 2.4626 1.7171 -5.4777
H 2.1271 0.1580 -4.6950
H -1.4314 2.5900 -1.2881
H -2.5100 3.5909 -2.2804
H -1.0585 4.2991 -1.5353
H -0.0224 3.8361 -4.9958
H -0.6678 5.0238 -3.8513
H -1.7732 3.9849 -4.7649
H -0.0609 1.8688 4.2954
H -1.2889 3.1529 4.3302
H 0.3385 3.5056 3.7426
H -1.5701 3.1655 0.6281
H -0.3810 4.2032 1.4328
H -2.0183 4.0483 2.0968
N 0.1151 -2.2708 -3.2655
C 0.3985 -1.8896 -2.2090
*
```

Properties
LUMO level (alpha / beta)	0.44 / 0.44	eV
orbital gap (alpha / beta)	7.029 / 7.370	eV
HOMO (alpha / beta)	-6.588 / -6.929	eV

***

Q) Computed, not measured: C39H53N8Ti as an isolated structure, with ωB97M-V/def2-TZVPD.

```
! wB97M-V def2-TZVPD RIJCOSX def2/J DEFGRID3
* xyz 0 2
Ti -0.6158 -1.5895 -0.8256
C 0.7620 -3.4200 -0.7191
C -0.4429 -3.7436 -0.0330
C -1.4928 -3.8070 -0.9974
C -0.9449 -3.5104 -2.2594
C 0.4446 -3.2491 -2.0896
C 1.4377 -2.9603 -3.1731
C -1.6505 -3.5948 -3.5745
C -2.9142 -4.1903 -0.7223
C -0.5686 -4.0981 1.4186
C 2.1426 -3.3469 -0.1353
H 1.8846 -3.8895 -3.5390
H 2.2487 -2.3199 -2.8207
H 0.9716 -2.4587 -4.0215
H -1.5684 -4.6085 -3.9768
H -1.2266 -2.9044 -4.3032
H -2.7095 -3.3585 -3.4835
H -3.0435 -5.2741 -0.7887
H -3.5935 -3.7306 -1.4402
H -3.2323 -3.8635 0.2662
H -1.5887 -3.9460 1.7705
H 0.0816 -3.4885 2.0509
H -0.3054 -5.1462 1.5847
H 2.8114 -4.0497 -0.6381
H 2.1292 -3.6080 0.9208
H 2.5953 -2.3544 -0.2295
N 0.6427 0.1280 -0.5692
C 1.5259 0.3778 -1.6691
C 2.8752 0.5544 -1.3826
C 3.8050 0.7213 -2.3943
C 3.3760 0.7123 -3.7122
C 2.0297 0.5536 -3.9920
C 1.0644 0.3906 -2.9941
C -0.3737 0.2355 -3.3654
C -0.8313 0.8982 -4.5126
C -2.1475 0.7782 -4.9240
C -3.0332 0.0173 -4.1703
C -2.5805 -0.6154 -3.0232
C -1.2484 -0.5517 -2.5939
H 1.1072 0.2379 0.3386
H -0.1259 0.8235 -0.4782
H 3.1842 0.5684 -0.3442
H 4.8512 0.8536 -2.1511
H 4.0853 0.8206 -4.5222
H 1.7127 0.5183 -5.0261
H -0.1623 1.5323 -5.0830
H -2.4842 1.2936 -5.8151
H -4.0715 -0.0690 -4.4680
H -3.2909 -1.1822 -2.4280
C -0.7340 5.5656 0.1521
N -0.1280 4.2696 0.3761
C 0.8470 4.2176 1.4458
C -0.7613 3.1199 -0.0496
N -0.9222 2.0503 0.6620
C -1.0548 2.2002 2.0514
C -2.0702 3.0099 2.5601
C -2.2101 3.2381 3.9194
C -1.3152 2.6513 4.8007
C -0.3198 1.8217 4.3101
C -0.1892 1.5461 2.9465
N 0.8907 0.7807 2.4621
C 1.2877 -0.2502 3.1455
N 2.6194 -0.5874 3.1212
C 3.6219 0.3907 2.7631
C 3.1075 -1.9383 3.2980
N 0.4976 -1.0985 3.8929
C -0.9241 -1.2420 3.6286
C 0.8921 -1.4856 5.2343
N -1.1577 3.0960 -1.3607
C -2.4096 2.4490 -1.7231
C -0.5277 3.8787 -2.3995
H -1.2184 5.9255 1.0675
H -1.4875 5.4995 -0.6285
H 0.0186 6.2987 -0.1504
H 0.4090 4.4268 2.4277
H 1.6243 4.9584 1.2412
H 1.3019 3.2285 1.4759
H -2.7639 3.4567 1.8567
H -3.0088 3.8712 4.2838
H -1.3837 2.8393 5.8645
H 0.3995 1.3866 4.9956
H 3.1750 1.3801 2.7522
H 4.0489 0.1839 1.7762
H 4.4393 0.3632 3.4894
H 3.6263 -2.0663 4.2535
H 3.8141 -2.1760 2.4998
H 2.2820 -2.6436 3.2531
H -1.1621 -0.9611 2.6075
H -1.5293 -0.6286 4.3020
H -1.1973 -2.2903 3.7696
H 1.9006 -1.1452 5.4537
H 0.8513 -2.5708 5.3639
H 0.2113 -1.0312 5.9625
H -2.6594 1.6867 -0.9905
H -2.3097 1.9732 -2.6973
H -3.2199 3.1874 -1.7767
H -1.2009 4.6492 -2.7935
H -0.2481 3.2239 -3.2291
H 0.3672 4.3614 -2.0153
N -3.2953 -0.9857 1.0124
C -2.3465 -1.1716 0.3745
*
```

Properties
LUMO level (alpha / beta)	0.49 / 0.49	eV
orbital gap (alpha / beta)	7.647 / 7.877	eV
HOMO (alpha / beta)	-7.162 / -7.390	eV

***

Stability, lowest: P)

***

P) Computed, not measured: a 10-piece molecular cluster, C40H60O30 overall, with ωB97M-V/def2-TZVPD.

```
! wB97M-V def2-TZVPD RIJCOSX def2/J DEFGRID3
* xyz 0 1
C 0.7746 -0.7558 -4.9374
C -0.3254 -0.0894 -5.7626
C -0.3170 1.4080 -5.7079
O -0.3384 1.7639 -7.0258
C -0.1172 0.7488 -7.8064
O -0.0811 0.8537 -9.0293
O 0.0045 -0.3288 -7.0827
H 0.7833 -0.3631 -3.9207
H 1.7278 -0.5349 -5.4177
H 0.6586 -1.8363 -4.8520
H -1.3485 -0.4522 -5.6633
H 0.6055 1.7432 -5.2338
H -1.1614 1.8453 -5.1752
C -5.3345 -3.5940 -0.2009
C -4.1554 -2.6946 -0.0282
C -4.3790 -1.2828 -0.5007
O -3.7977 -0.5833 0.5748
C -3.4268 -1.3752 1.6144
O -2.9561 -0.9508 2.6575
O -3.7536 -2.6216 1.3498
H -5.3474 -3.9550 -1.2293
H -6.2660 -3.1344 0.1296
H -5.2478 -4.4676 0.4451
H -3.3856 -3.1452 -0.6546
H -5.4395 -1.0312 -0.5060
H -3.9162 -1.0716 -1.4647
C 5.4761 -0.3172 0.8632
C 4.6048 -0.3675 2.1100
C 3.1699 -0.9268 1.8416
O 3.0495 -1.8452 2.9330
C 4.2782 -2.1100 3.4728
O 4.4980 -2.8467 4.3696
O 5.2055 -1.4073 2.8749
H 5.2372 0.5727 0.2808
H 5.2969 -1.1464 0.1789
H 6.5195 -0.2613 1.1735
H 4.6368 0.5702 2.6648
H 3.0330 -1.3155 0.8325
H 2.4135 -0.1420 1.8511
C -2.9659 1.1218 5.8824
C -2.8884 1.7338 4.4531
C -4.2540 2.1728 3.8523
O -4.0611 3.6025 3.8542
C -2.7984 3.9737 4.1802
O -2.3483 5.1011 4.0213
O -2.1930 2.9818 4.6398
H -3.6456 0.2709 5.9275
H -3.3262 1.8520 6.6070
H -1.9971 0.7852 6.2514
H -2.4202 1.0300 3.7649
H -5.1412 1.9092 4.4281
H -4.3598 1.7996 2.8336
C 0.2875 -1.4418 -0.2982
C 0.2666 0.0476 -0.4309
C -0.8863 0.5197 -1.2363
O -1.5756 1.4087 -0.3281
C -0.8954 1.4690 0.8850
O -1.1113 2.2395 1.7735
O 0.1813 0.6142 0.8736
H 1.2273 -1.8172 0.1067
H 0.1930 -1.9228 -1.2718
H -0.5684 -1.7573 0.2985
H 1.1665 0.4676 -0.8802
H -1.5482 -0.2887 -1.5468
H -0.4765 1.1197 -2.0489
C -2.2924 -4.7312 -5.9279
C -3.1901 -4.1194 -4.8300
C -2.8546 -4.5469 -3.4016
O -2.3212 -3.3211 -2.8868
C -2.4847 -2.3340 -3.6951
O -2.1431 -1.1685 -3.4537
O -2.9509 -2.7237 -4.8597
H -2.5640 -4.3745 -6.9214
H -2.5082 -5.7951 -6.0259
H -1.2566 -4.5523 -5.6394
H -4.2310 -4.3743 -5.0293
H -2.1760 -5.3992 -3.4353
H -3.7632 -4.8475 -2.8798
C 6.5847 -5.4290 2.3457
C 5.9554 -4.5909 1.2047
C 5.8405 -5.2106 -0.1939
O 4.5374 -4.8690 -0.6657
C 3.8453 -4.3187 0.4170
O 2.7657 -3.7697 0.2852
O 4.5942 -4.3688 1.5677
H 7.6686 -5.4709 2.2380
H 6.3689 -6.4968 2.3089
H 6.2871 -5.0272 3.3142
H 6.4645 -3.6296 1.1355
H 6.0857 -6.2723 -0.2248
H 6.5642 -4.8279 -0.9136
C 1.1605 4.3623 4.4422
C 1.1555 2.9144 4.9394
C 1.1514 1.8515 3.8804
O 2.3539 1.1422 3.9559
C 3.0958 1.6701 4.9195
O 4.1887 1.2169 5.2145
O 2.4587 2.7848 5.5101
H 1.2821 5.1297 5.2067
H 0.1755 4.6542 4.0779
H 1.8568 4.6453 3.6527
H 0.4260 2.6808 5.7149
H 1.2121 2.3607 2.9186
H 0.1631 1.3919 3.8892
C 4.3644 6.3819 2.0726
C 4.4973 5.1575 1.1263
C 5.4442 4.1012 1.6336
O 4.7686 2.8995 1.4012
C 3.4701 3.0980 1.0544
O 2.6736 2.2101 0.8312
O 3.2696 4.4417 1.0276
H 3.9725 7.2138 1.4874
H 5.3399 6.8182 2.2871
H 3.6713 6.2349 2.9010
H 4.8501 5.5155 0.1590
H 5.6799 4.2088 2.6924
H 6.3238 4.0610 0.9911
C -6.6383 0.9779 -3.5950
C -5.9723 2.2581 -3.2961
C -5.6819 2.5486 -1.8422
O -4.2908 2.9426 -1.8996
C -3.7174 2.4773 -3.0031
O -2.5387 2.5139 -3.2728
O -4.6907 2.0413 -3.8335
H -6.1431 0.0447 -3.3266
H -6.8252 0.9783 -4.6688
H -7.6563 0.9015 -3.2129
H -6.3432 3.1693 -3.7654
H -5.7117 1.6816 -1.1823
H -6.3614 3.3426 -1.5325
*
```

Properties
LUMO level	-0.27	eV
orbital gap	9.703	eV
HOMO	-9.970	eV

***

Q) Computed, not measured: a 10-piece molecular cluster, C40H60O30 overall, with ωB97M-V/def2-TZVPD.

```
! wB97M-V def2-TZVPD RIJCOSX def2/J DEFGRID3
* xyz 0 1
C -1.5166 3.3152 -3.3268
C -2.3961 4.0684 -4.2410
C -3.8840 3.8727 -4.0332
O -4.3237 5.0269 -3.2669
C -3.3550 5.9811 -3.3422
O -3.4299 7.1022 -2.8813
O -2.2925 5.4810 -4.0187
H -1.7421 2.2480 -3.3209
H -1.7205 3.6866 -2.2797
H -0.4824 3.4389 -3.4837
H -2.1674 3.9727 -5.2910
H -4.1863 2.9685 -3.4857
H -4.4150 3.9254 -5.0323
C 3.2870 -5.3917 -1.0051
C 4.0771 -4.8150 0.1500
C 5.5834 -4.5942 -0.1150
O 5.4645 -3.3224 -0.8711
C 4.3550 -2.6822 -0.4740
O 3.9864 -1.5586 -0.7641
O 3.6768 -3.4585 0.4690
H 2.2150 -5.4039 -0.6950
H 3.6663 -6.3865 -1.1483
H 3.4224 -4.8400 -1.9645
H 3.8138 -5.4193 1.0482
H 5.9811 -5.2649 -0.8266
H 6.2916 -4.4617 0.7212
C -0.4879 3.5735 2.5072
C 1.0002 3.5010 2.8872
C 1.2661 2.5514 4.0990
O 2.4260 1.7767 3.6326
C 2.6833 2.0770 2.2738
O 3.5619 1.4678 1.7089
O 1.8381 2.9595 1.7958
H -0.9678 3.8555 3.4705
H -0.9742 2.6336 2.2158
H -0.7013 4.3081 1.7163
H 1.4705 4.4957 3.0764
H 0.4168 1.8500 4.2199
H 1.4952 3.2052 4.9204
C -1.3631 -4.1052 -3.1385
C -2.4987 -3.9368 -4.1120
C -3.6967 -4.7794 -3.6531
O -4.6258 -3.8611 -3.1471
C -4.2145 -2.5924 -3.3791
O -4.7896 -1.6083 -3.0892
O -3.0666 -2.6477 -4.1019
H -0.6551 -4.9069 -3.3572
H -1.6900 -4.2177 -2.0930
H -0.8215 -3.1558 -3.1460
H -2.2020 -4.2220 -5.1585
H -3.4421 -5.4558 -2.7917
H -4.2094 -5.3306 -4.4953
C -3.8803 0.3177 4.4770
C -3.1061 1.2920 3.5574
C -3.7433 1.2256 2.2132
O -4.6064 2.3795 2.2899
C -4.2255 3.1914 3.2640
O -4.6286 4.3262 3.3835
O -3.2746 2.6643 4.0323
H -3.5249 0.3742 5.5075
H -3.7034 -0.7175 4.1984
H -4.9650 0.6028 4.4809
H -2.0464 1.1029 3.4662
H -4.2804 0.2719 2.0720
H -3.0494 1.4861 1.4379
C 7.1534 -0.9091 1.1467
C 6.6912 -1.3108 2.4768
C 5.1989 -1.0396 2.6809
O 4.7600 -2.2309 3.3418
C 5.5842 -3.2492 3.1827
O 5.3419 -4.4038 3.3611
O 6.7651 -2.7631 2.7160
H 6.5472 -1.2923 0.3614
H 8.1909 -1.1845 0.9741
H 7.1740 0.1618 1.1443
H 7.3050 -0.9204 3.2913
H 4.6064 -0.9328 1.7473
H 4.9641 -0.2326 3.3731
C -1.5538 -0.2829 -1.3262
C -0.5669 -0.9057 -0.4013
C 0.8109 -0.3532 -0.3109
O 0.9096 0.1339 1.0861
C -0.1519 -0.2922 1.7640
O -0.3336 -0.1148 2.9505
O -1.0828 -0.8514 1.0298
H -2.4762 -0.9257 -1.2772
H -1.2660 -0.3345 -2.3657
H -1.8796 0.6919 -1.0450
H -0.4873 -1.9453 -0.5599
H 1.1807 0.4091 -0.9809
H 1.5524 -1.1737 -0.3474
C -0.2563 -3.4275 4.4681
C 0.7762 -3.2192 3.3893
C 1.6494 -4.4573 3.1802
O 1.2923 -4.9995 1.8488
C 0.3553 -4.1744 1.3049
O -0.2367 -4.3346 0.3143
O 0.1860 -3.0870 2.0448
H 0.1389 -3.4359 5.5198
H -0.7051 -4.4427 4.4146
H -1.1174 -2.7371 4.3581
H 1.2988 -2.2871 3.5841
H 1.2580 -5.2280 3.8416
H 2.7302 -4.2823 3.2289
C 3.5899 1.8697 -3.9533
C 3.4411 0.4326 -4.2930
C 4.4087 -0.6309 -3.7763
O 3.6213 -1.8002 -3.4597
C 2.3684 -1.3693 -3.2558
O 1.5027 -2.0163 -2.7211
O 2.1732 -0.0518 -3.6297
H 2.6202 2.3269 -4.0392
H 4.1378 2.3054 -4.7555
H 4.0341 1.9367 -2.9830
H 3.2011 0.2918 -5.3596
H 4.9494 -0.3049 -2.8962
H 5.0806 -0.8948 -4.5913
C -5.7266 7.0848 0.1219
C -5.9199 5.5927 0.2183
C -6.5488 4.8400 -1.0097
O -5.7822 3.6073 -0.9628
C -4.5591 3.8230 -0.4333
O -3.5941 3.1423 -0.5159
O -4.5926 4.9961 0.2423
H -6.6478 7.7569 0.1538
H -5.1709 7.4150 -0.6883
H -5.2013 7.2594 1.0630
H -6.4142 5.2506 1.1762
H -6.2953 5.3550 -1.9179
H -7.6099 4.7049 -1.0073
*
```

Properties
LUMO level	0.44	eV
orbital gap	10.768	eV
HOMO	-10.332	eV

***

Stability, lowest: P)